#1
Here is an isolated ion of composition C5H9N2 and charge +1 from the Open Molecules 2025 dataset. Energies are from the ωB97M-V functional and the def2-TZVPD basis.

```
! RIJCOSX wB97M-V def2-TZVPD def2/J DEFGRID3
* xyz 1 1
C 1.766 -2.063 2.004
C -0.707 1.344 -0.308
C 0.260 1.117 -1.432
C -1.106 -0.115 -0.141
C 0.268 -0.428 -0.937
N 1.298 -0.951 -0.260
N 1.259 -1.622 0.968
H 2.324 -1.315 2.700
H 1.614 -3.097 2.269
H -0.138 1.655 0.623
H -1.452 2.121 -0.615
H -0.282 1.038 -2.358
H 1.142 1.741 -1.314
H -1.226 -0.616 0.811
H -1.887 -0.270 -0.859
H 0.183 -0.692 -1.965
*
```

orbital gap (alpha / beta): 8.07 / 8.07 eV
HOMO level (alpha / beta): -0.536 / -0.536 Ha
structure (SMILES): C=[N+]=NC1CCC1

#2
Here is an isolated ion of composition C5H9N2 and charge +1 from the Open Molecules 2025 dataset. Energies are from the ωB97M-V functional and the def2-TZVPD basis.

```
! RIJCOSX wB97M-V def2-TZVPD def2/J DEFGRID3
* xyz 1 1
C -1.868 -0.523 -0.073
C 1.595 -0.963 0.443
C -0.651 -1.360 -0.386
C -0.108 0.745 0.587
C 0.408 1.802 -0.374
N -1.635 0.594 0.439
N 0.408 -0.587 0.231
H -2.867 -0.864 -0.283
H 2.299 -0.294 0.915
H 1.935 -1.950 0.156
H -0.707 -2.377 0.010
H -0.501 -1.418 -1.470
H 0.107 0.993 1.626
H 0.086 1.580 -1.390
H 1.494 1.853 -0.343
H 0.005 2.769 -0.091
*
```

orbital gap: 9.78 eV
HOMO level: -0.551 Ha
structure (SMILES): C=[N+]1CC=N[C@@H]1C

#3
Here is an isolated ion of composition C5H9N2 and charge +1 from the Open Molecules 2025 dataset. Energies are from the ωB97M-V functional and the def2-TZVPD basis.

```
! RIJCOSX wB97M-V def2-TZVPD def2/J DEFGRID3
* xyz 1 1
C -0.091 1.111 1.018
C 1.795 -0.633 1.082
C 2.815 -1.570 1.029
C -2.584 0.143 -1.159
C -1.173 0.765 -1.154
N 1.113 0.297 0.928
N -0.970 1.374 0.166
H -0.118 1.549 1.910
H 3.691 -0.938 1.297
H 3.053 -1.675 0.012
H 2.790 -2.393 1.731
H -3.012 0.229 -2.214
H -2.681 -0.889 -0.866
H -3.145 0.821 -0.462
H -1.294 1.650 -1.744
H -0.189 0.159 -1.574
*
```

orbital gap: 9.65 eV
HOMO level: -0.539 Ha
structure (SMILES): CC#[N+]/C=N\CC

#4
Here is an isolated ion of composition C5H9N2 and charge +1 from the Open Molecules 2025 dataset. Energies are from the ωB97M-V functional and the def2-TZVPD basis.

```
! RIJCOSX wB97M-V def2-TZVPD def2/J DEFGRID3
* xyz 1 1
C -0.925 0.367 0.002
C -2.086 0.022 0.007
C 0.598 0.444 -0.269
C -3.469 -0.304 0.151
C 2.746 -0.733 0.415
N 1.051 1.453 -1.017
N 1.329 -0.427 0.484
H -3.916 -0.706 -0.777
H -4.092 0.541 0.359
H -3.580 -0.976 0.964
H 3.297 -0.792 1.437
H 3.287 0.010 -0.168
H 2.829 -1.713 0.146
H 0.370 2.207 -1.314
H 1.987 1.595 -1.302
H 0.573 -0.989 0.881
*
```

orbital gap: 10.48 eV
HOMO level: -0.531 Ha
structure (SMILES): CC#C/C(N)=[NH+]/C

Most stable structure: #2

#1
Here is an isolated ion of composition C5H9N2 and charge +1 from the Open Molecules 2025 dataset. Energies are from the ωB97M-V functional and the def2-TZVPD basis.

```
! RIJCOSX wB97M-V def2-TZVPD def2/J DEFGRID3
* xyz 1 1
C 0.123 1.631 -0.192
C 0.509 1.146 1.010
C -0.132 0.683 -1.405
C 0.796 -0.451 1.165
C 0.053 -1.301 0.145
N -0.415 -1.183 1.460
N -0.794 -0.527 -0.844
H 0.136 2.701 -0.314
H 0.653 1.978 1.784
H -0.859 1.122 -2.232
H 0.733 0.461 -2.000
H 1.815 -0.871 1.517
H 0.573 -2.080 -0.213
H -0.373 -2.025 1.977
H -1.591 -0.275 -0.201
H -1.227 -1.009 -1.658
*
```

orbital gap: 11.05 eV
HOMO level: -0.525 Ha
structure (SMILES): C1=C[C@H]2N[C@H]2[NH2+]C1

#2
Here is an isolated ion of composition C5H9N2 and charge +1 from the Open Molecules 2025 dataset. Energies are from the ωB97M-V functional and the def2-TZVPD basis.

```
! RIJCOSX wB97M-V def2-TZVPD def2/J DEFGRID3
* xyz 1 1
C 1.866 -0.943 -1.673
C 0.458 -1.216 -1.139
C -0.002 -0.215 -0.124
C 0.618 0.599 0.764
N -0.358 1.283 1.459
C -1.555 0.882 1.063
N -1.354 -0.048 0.138
H 2.366 -0.103 -1.199
H 2.502 -1.794 -1.428
H 1.953 -0.875 -2.751
H -0.282 -1.231 -1.937
H 0.427 -2.155 -0.587
H 1.635 0.933 0.740
H -0.122 1.947 2.170
H -2.406 1.080 1.675
H -2.106 -0.509 -0.355
*
```

orbital gap: 10.95 eV
HOMO level: -0.526 Ha
structure (SMILES): CCc1c[nH]c[nH+]1

Most stable structure: #2

#1
Here is ClH24O16 as an isolated structure from the Open Molecules 2025 dataset. Energies are from the ωB97M-V functional and the def2-TZVPD basis.

```
! RIJCOSX wB97M-V def2-TZVPD def2/J DEFGRID3
* xyz -1 1
Cl 0.158 -0.423 0.056
O 1.599 -0.574 0.203
O -0.354 0.932 0.263
O -0.226 -0.760 -1.277
O -0.513 -1.167 1.108
O -2.214 0.754 -0.928
H -1.574 0.423 -0.298
H -1.763 0.713 -1.772
O -2.262 2.036 0.833
H -2.670 1.784 0.004
H -2.000 1.206 1.233
O 0.104 -3.263 0.048
H -0.634 -3.689 0.485
H -0.270 -2.469 -0.335
O -0.470 3.021 -0.406
H -0.845 3.163 -1.275
H -0.926 2.248 -0.072
O 0.513 0.857 2.607
H 1.098 1.444 2.128
H 0.517 0.046 2.099
O -1.962 -2.505 -0.824
H -1.819 -1.973 -0.041
H -2.914 -2.577 -0.895
O 1.233 2.201 1.075
H 0.949 1.959 0.193
H 0.491 2.680 1.443
O 3.104 1.067 0.680
H 2.694 1.770 1.183
H 2.400 0.436 0.531
O 0.790 -1.017 -3.454
H 0.202 -1.610 -3.923
H 0.324 -0.806 -2.646
O 2.255 -2.559 -0.449
H 2.069 -2.482 -1.385
H 1.870 -1.773 -0.062
O 1.363 1.511 -2.018
H 1.938 1.748 -1.290
H 0.737 0.894 -1.638
O -0.871 -1.175 3.297
H -0.579 -1.537 2.460
H -1.542 -0.534 3.060
*
```

orbital gap: 8.90 eV
HOMO level: -0.238 Ha

#2
Here is a 13-piece molecular cluster, ClH24O16 overall from the Open Molecules 2025 dataset. Energies are from the ωB97M-V functional and the def2-TZVPD basis.

```
! RIJCOSX wB97M-V def2-TZVPD def2/J DEFGRID3
* xyz -1 1
Cl 0.623 0.773 -0.959
O -0.487 1.769 -0.796
O 0.748 0.350 -2.385
O 1.818 1.490 -0.350
O 0.302 -0.427 -0.121
O -1.905 0.181 1.320
H -2.333 0.789 0.653
H -1.330 -0.301 0.744
O -0.521 -3.386 -1.052
H -0.330 -2.986 -0.152
H 0.170 -4.059 -1.141
O -3.445 2.134 0.079
H -2.858 2.655 -0.455
H -3.997 2.792 0.537
O -2.382 -1.476 -0.767
H -3.200 -1.862 -1.074
H -1.755 -2.144 -0.915
O -1.199 2.001 -3.621
H -1.450 2.814 -3.117
H -0.349 1.796 -3.222
O 0.968 -2.254 -3.274
H 0.983 -1.280 -3.231
H 0.541 -2.459 -2.447
O -0.491 3.875 1.051
H -0.273 3.156 0.483
H -0.987 4.529 0.532
O 1.409 -0.902 2.668
H 1.112 0.006 2.795
H 0.686 -1.372 2.268
O 2.313 -2.307 0.073
H 1.487 -1.917 0.229
H 2.924 -1.638 0.327
O 2.180 2.572 2.184
H 2.179 2.902 1.306
H 1.305 2.256 2.292
O 3.450 -0.217 1.055
H 3.000 0.569 0.767
H 2.949 -0.494 1.805
O -0.373 -2.644 1.695
H -0.255 -3.037 2.548
H -1.241 -2.229 1.653
*
```

orbital gap: 9.54 eV
HOMO level: -0.262 Ha

Most stable structure: #2

#1
Here is an isolated ion of composition C6H8N and charge +1 from the Open Molecules 2025 dataset. Energies are from the ωB97M-V functional and the def2-TZVPD basis.

```
! RIJCOSX wB97M-V def2-TZVPD def2/J DEFGRID3
* xyz 1 1
C -1.059 0.664 1.452
C -0.363 0.353 0.461
C -2.047 1.095 2.223
C 0.303 0.308 -1.909
C -0.378 -0.917 -1.442
C 0.456 -0.298 -0.505
N 1.763 -0.823 -0.016
H -2.001 0.716 3.304
H -2.583 2.022 2.066
H 1.224 0.120 -2.501
H -0.202 1.226 -2.124
H -1.204 -1.553 -1.590
H 1.571 -1.695 0.569
H 2.114 -0.068 0.676
H 2.404 -1.150 -0.665
*
```

orbital gap (alpha / beta): 8.40 / 7.35 eV
HOMO level (alpha / beta): -0.475 / -0.444 Ha

#2
Here is an isolated ion of composition C6H8N and charge +1 from the Open Molecules 2025 dataset. Energies are from the ωB97M-V functional and the def2-TZVPD basis.

```
! RIJCOSX wB97M-V def2-TZVPD def2/J DEFGRID3
* xyz 1 1
C -1.599 -2.002 0.270
C -0.066 -1.105 -0.052
C -2.239 0.476 -0.005
C -1.352 -0.611 -0.050
C 2.190 0.277 -0.085
C 1.338 -1.033 0.069
N -3.528 0.420 -0.086
H -1.758 1.544 0.208
H 2.098 0.583 -1.072
H 3.278 0.129 0.149
H 1.682 0.948 0.472
H 1.262 -1.081 1.258
H 1.819 -1.888 -0.361
H -3.860 -0.501 -0.323
H -4.087 1.260 -0.038
*
```

orbital gap: 8.09 eV
HOMO level: -0.511 Ha
structure (SMILES): CCC1=C=C1C=[NH2+]

Most stable structure: #2